Entry 1:
Formula: C20H19O9P
Source: the Open Molecules 2025 dataset
Level of theory: the ωB97M-V functional and the def2-TZVPD basis

The geometry in ORCA input format:
```
! wB97M-V def2-TZVPD RIJCOSX def2/J DEFGRID3
* xyz 0 1
P -4.7473 -2.9370 0.4739
O 3.0859 -0.2414 -3.0517
O -6.3749 -3.6434 0.4740
O -2.1431 -1.7018 4.1956
O 0.8095 3.3292 -4.3667
O 5.4623 5.2079 -6.1247
O 1.8148 -0.1719 7.3994
O -1.0141 0.4076 0.2707
O -0.8083 -3.1451 1.8940
O -2.3170 -4.8712 1.0722
C -1.4686 -0.4168 6.0520
C -1.2324 -1.3505 4.9330
C -1.9620 -3.4242 1.2439
C 0.9041 -0.5232 6.6620
C -0.4738 -0.0307 6.8568
C 1.9891 4.4389 -6.0781
C 4.3915 4.7764 -5.7202
C 2.2292 -0.5058 -0.8726
C 3.1136 3.6244 -3.9715
C 4.2826 4.0981 -4.4134
C 1.1404 -1.4570 5.5430
C -0.1574 0.6720 -1.9084
C -0.0712 0.2578 -0.4941
C 3.1582 4.9127 -6.5200
C 2.1430 -0.0915 -2.2869
C 1.1977 -0.3437 -0.0383
C 0.8740 0.5099 -2.7427
C 0.1456 -1.8430 4.7382
C 1.8803 3.7607 -4.7713
C -2.9558 -2.2160 0.6909
H 1.2441 -0.6427 1.0018
H -2.4851 -0.0656 6.1814
H -4.2768 -3.9254 -0.4631
H -2.6001 -1.7356 -0.3160
H 3.2543 5.4132 -7.4760
H -4.7707 -3.0808 1.9192
H 2.1568 -1.8081 5.4136
H -0.6308 0.6542 7.6814
H -3.0450 -1.4349 1.5751
H 0.8276 0.8090 -3.7828
H 0.3026 -2.5279 3.9136
H -1.0951 1.1109 -2.2277
H -5.2543 -1.6594 -0.0360
H 1.0753 4.5299 -6.6525
H -6.5641 -3.8571 1.4492
H 3.0174 3.1238 -3.0155
H -2.4157 -5.0476 0.0877
H 3.1669 -0.9447 -0.5533
H 5.1964 4.0071 -3.8390
*
```

Properties
Max |F| in eV/Å: 9.050
SMILES string: O=C1C=CC(=O)C=C1.O=C1C=CC(=O)C=C1.O=C1C=CC(=O)C=C1.O=C(O)C[PH3]O
Orbital gap in eV: 7.940
DFT total energy in Eh: -1791.80370
Lowest unoccupied orbital energy in eV: -1.7825

***

Entry 2:
Formula: C16H14ClFN2O2S2
Source: the Open Molecules 2025 dataset
Level of theory: the ωB97M-V functional and the def2-TZVPD basis

The geometry in ORCA input format:
```
! wB97M-V def2-TZVPD RIJCOSX def2/J DEFGRID3
* xyz 0 1
Cl -1.2697 0.7269 -4.1687
S 0.6431 1.4270 -1.4375
S 1.5176 2.5658 1.4506
F -0.4084 -2.2989 -0.2185
O 2.1948 3.3810 0.4959
O 1.4527 2.9989 2.8127
N -0.0977 2.3840 0.9469
N -1.3224 0.6263 0.1938
C -2.5394 -2.3868 -1.1934
C 1.6111 -0.0729 2.1997
C 2.9913 -1.7147 1.1270
C -0.3525 1.4166 -0.0203
C 2.0351 -1.3859 2.0747
C -3.4241 -1.9391 -2.1597
C 0.5510 -0.3403 -1.9744
C -1.1516 2.2302 1.9460
C -0.8290 -0.8867 -2.0596
C -1.9055 0.9629 1.4738
C 3.1105 0.5777 0.4266
C -3.0304 -0.9814 -3.0754
C 2.1486 0.8891 1.3674
C 3.5357 -0.7360 0.3093
C -1.7447 -0.4655 -3.0213
C -1.2677 -1.8529 -1.1583
H 4.2845 -0.9950 -0.4236
H 1.0302 -0.3237 -2.9537
H 3.4970 1.3656 -0.1998
H -1.7902 0.1081 2.1470
H -1.7896 3.1171 1.9189
H 0.8771 0.2093 2.9377
H -0.7084 2.1486 2.9379
H -2.8234 -3.1323 -0.4686
H -4.4250 -2.3391 -2.1984
H -3.7130 -0.6284 -3.8318
H 3.3130 -2.7401 1.0254
H -2.9715 1.1472 1.3340
H 1.6156 -2.1505 2.7096
H 1.1558 -0.9117 -1.2717
*
```

Properties
Max |F| in eV/Å: 1.147
SMILES string: O=S(=O)(c1ccccc1)N1CCN=C1SCc1c(F)cccc1Cl
Orbital gap in eV: 9.265
DFT total energy in Eh: -2234.51152
Lowest unoccupied orbital energy in eV: 0.4968

***

Entry 3:
Formula: C23H24NO
Source: the Open Molecules 2025 dataset
Level of theory: the ωB97M-V functional and the def2-TZVPD basis

The geometry in ORCA input format:
```
! wB97M-V def2-TZVPD RIJCOSX def2/J DEFGRID3
* xyz 1 1
O -2.0113 -1.1053 -3.1360
N 0.1555 -0.6572 2.7199
C -1.7951 0.3515 -1.2111
C -3.1794 0.4704 -4.5224
C 0.3029 -1.2751 -0.3138
C -0.7685 1.2030 -5.7379
C 2.6086 0.6839 0.2025
C -1.9745 -0.1064 -4.1225
C 2.1339 0.2849 1.4585
C -0.0460 -0.1118 0.3748
C -0.3204 -1.5761 -1.5174
C -0.9312 -0.5344 4.9088
C -1.0453 0.7356 -0.1102
C -0.7561 0.2597 -4.7068
C -1.2649 -1.1960 2.5439
C 0.3268 -0.1263 4.1450
C 3.0465 0.0431 2.4854
C -1.3861 -0.7719 -1.9401
C 0.6280 0.2465 1.6769
C -1.9630 1.8174 -6.1316
C 4.8872 0.3158 0.9191
C 3.9739 0.6769 -0.0828
C -1.9450 -1.1130 3.9109
C 4.4235 0.0305 2.2115
C -3.1539 1.4868 -5.4783
H -1.3364 0.3211 5.4714
H -1.7915 -0.5911 1.8079
H -1.9646 2.5693 -6.9268
H 1.2340 -0.5698 4.5681
H 5.1356 -0.1798 3.0136
H -2.6596 0.9336 -1.5320
H 0.1730 1.4590 -6.2249
H -4.1022 0.1321 -4.0517
H 0.0309 -2.3949 -2.1478
H -1.2551 1.6670 0.4265
H 2.6847 -0.1238 3.4981
H 4.3257 0.9623 -1.0787
H -1.1811 -2.2090 2.1239
H 0.1724 -0.2000 -4.3555
H 0.4573 0.9567 4.0616
H -4.0792 2.0108 -5.7138
H 0.2888 1.2520 1.9645
H 5.9610 0.2835 0.7063
H 1.8985 0.9854 -0.5669
H 0.7407 -1.4888 2.6412
H -0.6518 -1.2955 5.6471
H -2.2826 -2.1097 4.2111
H -2.8471 -0.4879 3.8412
H 1.1023 -1.9148 0.0695
*
```

Properties
Max |F| in eV/Å: 2.444
SMILES string: c1ccc(Oc2ccc([C@H](c3ccccc3)[NH+]3CCCC3)cc2)cc1
Orbital gap in eV: 8.495
DFT total energy in Eh: -1020.57943
Lowest unoccupied orbital energy in eV: -2.6499

***

Entry 4:
Formula: C37H41N5P2SSeTaTe
Source: the Open Molecules 2025 dataset
Level of theory: the ωB97M-V functional and the def2-TZVPD basis

The geometry in ORCA input format:
```
! wB97M-V def2-TZVPD RIJCOSX def2/J DEFGRID3
* xyz 3 1
Ta 0.1586 -0.4167 0.5934
Te -1.0812 -1.2419 -1.6097
Se -0.4327 2.7625 8.0336
S 2.5042 -0.5046 0.5042
P -1.9636 -1.8347 1.6377
P 0.9181 -3.0992 0.4707
N -0.8703 3.3646 6.4249
N 0.1595 1.2075 7.4249
N -0.6120 1.4811 1.9690
N 0.5549 -0.6769 2.9901
N 0.7408 1.5360 -0.7201
C 1.7327 -0.5823 -3.3454
C 1.6584 3.9021 -1.9650
C 3.9683 3.3336 -1.3429
C -0.5216 0.4789 -7.6831
C -0.6208 0.2685 -6.1983
C 2.0113 -4.0855 1.5539
C -3.5285 -1.9280 0.7237
C 0.4553 -0.2927 -4.0897
C -0.0002 1.2303 6.1273
C -1.2804 3.6923 3.5669
C 4.8574 2.4715 -0.7695
C -2.5332 -1.4167 3.3080
C -0.4260 1.4568 3.3115
C 1.1942 -1.7408 3.4804
C 1.0224 -1.0027 5.7291
C -0.5660 2.4173 5.5762
C -1.5663 2.1141 -1.5374
C -0.1010 2.3758 -1.3587
C -0.7660 2.5300 4.1345
C -0.6385 -4.0481 0.5633
C 4.3835 1.2806 -0.1964
C 0.5200 0.0129 -5.4410
C 1.6327 -3.4836 -1.1507
C 1.4364 -1.9546 4.8286
C -3.3835 -0.0066 -3.6189
C 2.5833 3.0418 -1.3533
C -1.4569 3.7271 2.2079
C -1.4600 -3.5883 1.7711
C 2.0944 1.8642 -0.7543
C -1.8470 0.2870 -5.5494
C -1.9874 -0.0282 -4.1993
C 0.1821 0.2710 3.8689
C 3.0375 0.9974 -0.1933
C -1.1219 2.6088 1.4611
C 0.3448 3.5594 -1.9739
C 0.4011 0.1434 5.2418
C -0.8149 -0.3291 -3.4998
H -1.2873 2.6331 0.4118
H -1.4697 0.8034 -8.1067
H -1.5245 4.5294 4.2096
H -2.7403 0.5380 -6.1117
H 1.4922 0.0334 -5.9216
H -0.3909 -5.1081 0.6526
H -4.2511 -2.4566 1.3471
H 2.0026 4.8162 -2.4344
H 0.2457 1.2131 -7.9298
H -0.8947 -3.7049 2.7001
H 1.1895 -1.1004 6.7951
H 1.6633 -0.3052 -2.2923
H -1.8554 4.6001 1.7105
H -3.8423 0.9708 -3.7775
H 1.5538 -2.4410 2.7660
H -2.3674 -4.1872 1.8697
H 1.5385 -4.3242 2.5043
H 2.9633 -3.5844 1.7359
H -2.0026 1.4409 -0.8089
H -1.7054 1.6827 -2.5242
H -1.7185 -1.4232 4.0291
H -3.2823 -2.1521 3.6030
H 2.2097 -5.0151 1.0216
H 1.8959 -4.5416 -1.1786
H -0.3871 4.1890 -2.4614
H 5.0782 0.5784 0.2478
H -2.9963 -0.4286 3.3044
H -0.2382 -0.4573 -8.1674
H -2.1144 3.0578 -1.5288
H 2.5601 -0.0280 -3.7878
H 2.5378 -2.8955 -1.3015
H 1.9553 -2.8482 5.1482
H -3.4124 -0.2230 -2.5518
H 1.9899 -1.6419 -3.4122
H -3.4110 -2.4603 -0.2170
H -4.0136 -0.7407 -4.1221
H 5.9168 2.6872 -0.7633
H -1.1894 -3.9201 -0.3692
H 4.3090 4.2516 -1.8055
H -3.9086 -0.9285 0.5124
H 0.9296 -3.2647 -1.9479
*
```

Properties
Max |F| in eV/Å: 1.960
Orbital gap in eV: 5.732
DFT total energy in Eh: -5514.92961
Lowest unoccupied orbital energy in eV: -9.7092

***

no.,E_HOMO (eV)
1,-9.722
2,-8.769
3,-11.145
4,-15.441